1.
The following is a DFT calculation (wB97M-V/def2-TZVPD) of 22 unconnected molecules or ions with the total composition C42H128O30.

Each line ends with the Mulliken charge.
Atoms and positions in Å:
C 6.181 -5.962 -0.971  -0.377
O 7.099 -6.727 -1.750  -0.577
H 6.710 -5.811 -0.027  0.174
H 5.971 -5.022 -1.435  0.199
H 5.341 -6.608 -0.774  0.283
H 6.672 -7.234 -2.457  0.304
C 2.483 -5.122 2.057  -0.128
O 1.640 -5.422 3.222  -0.538
H 2.077 -5.469 1.113  0.251
H 2.411 -4.036 1.925  -0.189
H 3.504 -5.424 2.163  0.443
H 1.504 -6.370 3.333  0.256
C 3.700 -1.958 -1.399  -0.686
O 2.859 -0.833 -1.485  -0.086
H 3.657 -2.480 -2.325  0.270
H 4.728 -1.563 -1.258  0.314
H 3.472 -2.676 -0.625  0.001
H 2.043 -1.097 -1.016  -0.169
C 1.412 3.593 1.023  -0.280
O 1.953 3.362 2.316  -0.229
H 1.945 4.366 0.398  0.622
H 1.434 2.629 0.476  -0.285
H 0.326 3.841 1.165  -0.017
H 2.886 3.714 2.314  0.120
C 0.373 -2.971 4.761  -0.550
O 0.025 -3.368 3.469  -0.226
H 1.445 -3.176 5.033  0.298
H 0.239 -1.911 4.813  -0.148
H -0.232 -3.433 5.568  0.412
H 0.377 -4.274 3.476  0.048
C -3.761 -2.666 -3.349  -0.791
O -2.618 -2.004 -3.909  -0.268
H -3.612 -3.731 -3.393  0.378
H -3.791 -2.279 -2.314  0.114
H -4.699 -2.423 -3.838  0.394
H -2.848 -1.641 -4.780  0.183
C 4.976 1.894 -1.563  -0.731
O 4.885 0.970 -0.492  -0.173
H 4.091 2.548 -1.678  0.188
H 5.798 2.550 -1.332  0.335
H 5.178 1.424 -2.575  0.238
H 4.091 0.428 -0.694  0.163
C -3.794 -0.850 0.331  0.425
O -3.540 -2.176 0.713  -0.438
H -2.885 -0.340 0.043  -0.016
H -4.383 -0.882 -0.583  -1.016
H -4.337 -0.285 1.073  0.714
H -3.283 -2.140 1.670  0.363
C -1.554 0.804 -5.726  0.322
O -2.883 0.336 -5.886  -0.534
H -1.486 1.788 -5.184  -0.069
H -1.035 0.071 -5.105  -0.690
H -0.951 0.923 -6.653  0.475
H -3.351 0.921 -6.463  0.277
C 2.267 1.265 -5.857  -0.282
O 2.726 -0.030 -6.294  -0.523
H 2.029 1.790 -6.792  0.290
H 1.369 1.167 -5.187  -0.066
H 3.091 1.747 -5.316  0.283
H 3.006 -0.459 -5.503  0.322
C 5.214 2.756 2.604  0.429
O 4.687 4.052 2.329  -0.565
H 5.931 2.465 1.810  0.204
H 5.679 2.729 3.592  0.420
H 4.401 2.027 2.610  -0.730
H 5.131 4.718 2.869  0.294
C -3.056 -1.568 4.588  -0.596
O -2.522 -2.072 3.380  -0.464
H -3.733 -0.749 4.402  0.315
H -3.759 -2.261 5.066  0.332
H -2.335 -1.286 5.376  0.076
H -1.785 -2.656 3.552  0.092
C 5.974 -1.108 5.657  -0.755
O 5.837 -0.518 4.376  -0.280
H 5.039 -1.500 5.973  0.249
H 6.786 -1.898 5.555  0.328
H 6.252 -0.318 6.323  0.245
H 5.999 -1.248 3.752  0.245
C -0.707 5.278 -4.022  -0.539
O -1.825 5.488 -3.159  -0.658
H -0.961 5.739 -5.012  0.351
H 0.229 5.742 -3.680  0.322
H -0.396 4.229 -4.285  0.029
H -1.826 4.847 -2.418  0.505
C -1.634 3.130 3.406  -0.738
O -0.819 1.994 3.094  0.358
H -1.870 2.989 4.485  0.178
H -1.129 4.031 3.110  0.197
H -2.573 3.028 2.810  0.215
H 0.033 2.306 2.833  -0.537
C 7.183 -1.564 0.634  -0.570
O 6.415 -2.162 1.667  -0.340
H 8.241 -1.488 0.983  0.361
H 7.196 -2.115 -0.286  0.281
H 6.811 -0.551 0.449  0.074
H 6.836 -3.029 1.759  0.222
C -3.916 4.473 -6.021  -0.407
O -4.068 5.491 -5.018  -0.541
H -4.533 3.616 -5.849  0.152
H -4.101 4.980 -6.962  0.367
H -2.859 4.152 -6.060  0.114
H -3.394 5.339 -4.350  0.391
C -2.746 3.109 -0.120  -0.267
O -2.407 3.419 -1.481  -0.566
H -3.676 2.513 -0.019  0.183
H -1.904 2.540 0.296  -0.256
H -2.839 4.046 0.434  0.394
H -3.126 3.171 -2.067  0.685
C 1.192 5.744 5.112  -0.661
O -0.053 5.009 5.099  -0.173
C -0.634 4.873 6.347  -0.923
C -0.244 3.593 7.066  -0.116
O -0.729 2.497 6.399  -0.167
C -0.065 1.287 6.548  -1.246
C 1.084 1.027 5.578  1.180
O 2.119 1.906 5.945  -0.587
C 3.278 1.694 5.206  -0.543
H 1.325 6.308 4.176  0.208
H 2.023 5.073 5.233  0.202
H 1.102 6.493 5.973  0.317
H -1.745 4.957 6.199  0.269
H -0.350 5.695 6.994  0.558
H -0.635 3.627 8.078  0.319
H 0.868 3.610 7.002  0.178
H -0.749 0.475 6.333  0.149
H 0.352 1.099 7.555  0.438
H 0.756 1.244 4.575  -0.593
H 1.441 0.010 5.626  0.590
H 3.733 0.705 5.430  0.236
H 4.013 2.405 5.445  0.521
H 3.180 1.781 4.124  -0.042
C -1.190 -4.988 0.891  0.136
O -0.062 -5.376 0.122  -0.496
C 0.634 -4.411 -0.559  3.183
C 1.328 -5.001 -1.759  -0.652
O 0.544 -5.717 -2.749  -0.534
C -0.485 -4.925 -3.272  -0.012
C -0.022 -4.166 -4.483  -0.505
O 0.910 -3.245 -4.006  -0.060
C 1.201 -2.232 -4.892  0.140
H -0.860 -4.276 1.666  -0.261
H -1.476 -5.934 1.377  0.318
H -2.017 -4.643 0.219  0.206
H 1.371 -3.852 0.015  -0.758
H -0.030 -3.630 -0.892  -1.807
H 2.043 -5.729 -1.436  0.333
H 1.971 -4.222 -2.244  0.173
H -1.000 -4.228 -2.594  -0.312
H -1.258 -5.588 -3.627  0.530
H -0.846 -3.562 -4.932  0.289
H 0.520 -4.777 -5.194  0.346
H 1.853 -1.526 -4.364  -0.638
H 0.235 -1.726 -5.128  0.057
H 1.644 -2.528 -5.851  0.511
C 0.671 1.897 -2.129  0.156
O -0.214 1.054 -2.863  0.486
C -1.130 0.353 -2.065  2.382
C -0.538 -0.958 -1.641  0.225
O 0.298 -0.936 -0.482  1.857
C -0.316 -0.751 0.815  0.668
C 0.747 -0.256 1.747  0.066
O 1.720 -1.273 1.834  0.646
C 2.920 -0.868 2.468  -0.376
H 0.158 2.403 -1.263  -0.439
H 1.012 2.643 -2.876  0.385
H 1.551 1.312 -1.791  -0.231
H -2.043 0.114 -2.634  -1.270
H -1.333 1.040 -1.254  -1.656
H 0.155 -1.188 -2.461  -0.896
H -1.258 -1.755 -1.602  0.331
H -0.727 -1.644 1.211  -0.247
H -0.995 0.060 0.742  -0.461
H 0.405 0.040 2.772  -0.184
H 1.168 0.652 1.304  -0.582
H 3.454 -0.116 1.875  -0.312
H 3.595 -1.753 2.524  0.168
H 2.733 -0.545 3.489  -0.057
C -7.437 -1.247 0.086  -0.771
O -7.116 -0.825 -1.218  -0.135
C -8.212 -0.175 -1.889  -0.558
C -7.878 0.097 -3.318  -0.740
O -6.741 0.923 -3.439  -0.406
C -5.426 0.522 -3.319  0.710
C -4.561 1.727 -3.629  0.626
O -4.544 2.782 -2.699  -0.309
C -5.656 3.616 -2.905  -0.922
H -7.555 -0.411 0.808  0.327
H -6.596 -1.795 0.416  0.130
H -8.320 -1.904 0.116  0.347
H -8.467 0.746 -1.358  0.302
H -9.084 -0.842 -1.905  0.416
H -8.698 0.737 -3.652  0.335
H -7.854 -0.786 -3.968  0.356
H -5.156 -0.185 -4.077  0.365
H -5.177 0.138 -2.332  -0.497
H -4.947 2.033 -4.626  0.182
H -3.539 1.403 -3.773  -0.654
H -6.484 3.125 -2.388  0.186
H -5.781 3.788 -3.976  0.280
H -5.382 4.598 -2.460  0.297

Calculated values
maximum force: 2.2 eV Å⁻¹
gap between HOMO and LUMO: 0.346 Eh
HOMO energy: -9.09 eV
calculated total energy: -107039.906 eV

=====

2.
The following is a DFT calculation (wB97M-V/def2-TZVPD) of a molecular structure, C42H22Cl2N9RuSTe.

Each line ends with the Mulliken charge.
Atoms and positions in Å:
Ru -0.206 -0.015 0.055  -1.000
C -5.600 3.554 1.394  -0.597
C -5.882 2.516 2.294  -0.646
C -4.971 1.498 2.525  -0.162
C -3.768 1.547 1.835  0.570
C -2.607 0.651 1.818  -0.172
N -1.675 1.146 1.004  -0.192
C -2.164 2.291 0.421  -0.208
N -1.565 3.079 -0.420  -0.558
C -0.303 2.887 -0.797  -0.178
C 0.528 4.021 -1.258  0.039
C 0.210 5.313 -1.638  -0.224
C 1.259 6.167 -1.964  -0.535
C 2.588 5.749 -1.885  -0.642
C 2.898 4.455 -1.478  -0.331
C 1.846 3.612 -1.183  0.578
C 1.807 2.213 -0.720  -0.593
N 2.876 1.586 -0.442  -0.565
C 2.788 0.283 -0.019  -0.298
N 1.803 -0.251 0.617  -0.628
C 1.819 -1.732 0.291  2.882
N 1.481 -2.528 1.455  -0.594
C 0.322 -2.344 1.925  -0.652
N -0.627 -1.393 1.506  0.732
C -1.601 -1.336 2.429  -0.100
N -2.573 -0.465 2.553  -0.441
C -1.428 -2.443 3.403  0.093
C -2.220 -2.879 4.447  -0.249
C -1.771 -3.974 5.179  -0.631
C -0.561 -4.596 4.876  -0.658
C 0.233 -4.142 3.826  -0.258
C -0.232 -3.065 3.097  0.395
C 3.220 -1.967 -0.219  -0.767
C 3.903 -3.124 -0.535  -0.382
C 5.175 -2.997 -1.090  -0.810
C 5.737 -1.745 -1.325  -0.613
C 5.041 -0.583 -1.005  -0.391
C 3.787 -0.723 -0.438  0.810
N 0.452 1.785 -0.641  0.398
C -3.491 2.573 0.944  0.264
C -4.399 3.596 0.707  -0.246
H -6.338 4.332 1.234  0.391
H -6.835 2.512 2.809  0.392
H -5.180 0.680 3.204  0.549
H -0.822 5.639 -1.679  0.528
H 1.045 7.182 -2.278  0.390
H 3.380 6.441 -2.142  0.391
H 3.921 4.108 -1.397  0.535
H -3.158 -2.383 4.669  0.545
H -2.369 -4.353 6.000  0.396
H -0.239 -5.446 5.465  0.391
H 1.177 -4.611 3.579  0.563
H 3.458 -4.095 -0.358  0.525
H 5.736 -3.887 -1.350  0.398
H 6.725 -1.678 -1.766  0.385
H 5.458 0.400 -1.188  0.523
H -4.171 4.385 0.002  0.539
Cl 1.343 -0.044 -3.326  -0.200
C 1.062 -1.752 -3.209  1.165
C 1.064 -2.449 -4.402  -0.547
C 0.945 -3.826 -4.404  -0.484
C 0.817 -4.486 -3.199  -0.776
C 0.790 -3.772 -2.012  1.164
Cl 0.517 -4.703 -0.566  -0.190
C 0.906 -2.363 -1.934  -2.793
N 0.826 -1.654 -0.757  0.666
H 1.181 -1.898 -5.326  0.438
H 0.950 -4.377 -5.336  0.368
H 0.706 -5.562 -3.162  0.420
Te -2.219 -0.592 -1.649  0.179
C -3.349 -1.981 -0.539  -0.173
C -2.953 -3.200 -0.067  0.130
C -3.957 -3.865 0.698  -0.762
C -5.113 -3.146 0.783  -0.477
S -4.964 -1.659 -0.050  -0.165
H -1.964 -3.601 -0.255  0.369
H -3.820 -4.834 1.163  0.393
H -6.027 -3.420 1.289  0.394

Calculated values
maximum force: 0.6 eV Å⁻¹
gap between HOMO and LUMO (alpha / beta): 0.168 / 0.168 Eh
HOMO energy (alpha / beta): -3.57 / -3.59 eV
total charge: -1
calculated total energy: -103081.514 eV

=====

3.
The following is a DFT calculation (wB97M-V/def2-TZVPD) of a molecular structure, C42H26BrN7OS2Ti.

Each line ends with the Mulliken charge.
Atoms and positions in Å:
Ti -0.626 -0.045 0.434  -0.525
S 2.471 -4.319 3.189  -0.049
C 2.977 -5.883 3.646  -0.403
C 3.036 -6.731 2.582  -0.594
C 2.682 -6.097 1.367  -0.529
C 2.354 -4.779 1.532  0.220
C 1.947 -3.830 0.499  0.354
C 1.190 -2.694 0.841  -0.333
N 0.767 -1.789 -0.030  0.689
C 1.131 -1.939 -1.327  -0.724
C 1.863 -3.045 -1.776  0.701
C 2.208 -3.142 -3.166  -1.158
C 1.873 -2.160 -4.025  -1.248
C 1.172 -0.991 -3.573  0.977
C 0.866 0.068 -4.435  -0.946
C 0.216 1.182 -3.948  0.262
C -0.129 1.178 -2.582  1.037
N 0.137 0.199 -1.728  0.987
C 0.791 -0.889 -2.229  -0.511
C -0.118 2.332 -4.785  0.529
C 0.231 2.538 -6.094  -0.717
C -0.249 3.766 -6.607  -0.644
C -0.954 4.474 -5.681  -0.374
S -1.048 3.657 -4.188  0.088
C 2.263 -4.000 -0.834  -0.801
H 3.198 -6.096 4.679  0.441
H 3.321 -7.769 2.663  0.413
H 2.650 -6.610 0.416  0.392
H 0.911 -2.538 1.872  0.305
H 2.753 -4.014 -3.503  0.496
H 2.141 -2.224 -5.071  0.484
H 1.150 -0.003 -5.476  0.468
H -0.649 2.035 -2.188  -0.821
H 0.820 1.848 -6.679  0.363
H -0.075 4.110 -7.615  0.438
H -1.428 5.434 -5.798  0.457
H 2.851 -4.849 -1.157  0.530
C 3.458 1.091 1.734  -1.235
C 2.378 0.569 1.023  -0.069
N 1.125 0.661 1.454  1.228
C 0.892 1.299 2.633  0.263
C 1.916 1.832 3.422  0.845
C 3.230 1.713 2.938  -0.844
C 1.584 2.479 4.660  -1.028
C 0.300 2.592 5.058  -1.010
C -0.770 2.075 4.251  0.996
C -2.128 2.188 4.600  -0.812
C -3.083 1.681 3.756  -1.200
C -2.686 1.069 2.564  -0.273
N -1.417 0.943 2.220  0.960
C -0.467 1.434 3.048  -0.341
H 4.455 0.991 1.331  0.494
H 2.531 0.061 0.080  0.513
H 4.051 2.119 3.515  0.491
H 2.388 2.878 5.264  0.474
H 0.051 3.080 5.991  0.472
H -2.407 2.674 5.526  0.500
H -4.136 1.750 3.988  0.476
H -3.424 0.680 1.874  0.467
N -4.132 -1.710 -0.886  -0.365
C -3.155 -1.643 0.010  1.160
O -2.128 -0.867 -0.271  -0.499
C -3.157 -2.324 1.227  0.007
C -4.225 -3.160 1.634  -0.575
N -5.133 -3.794 1.943  -0.404
C -1.998 -2.049 1.961  0.562
N -0.991 -1.606 2.321  -0.568
H -4.036 -1.241 -1.771  0.255
H -4.924 -2.318 -0.737  0.232
Br -2.564 6.204 -1.350  -0.099
C -2.022 4.492 -0.790  -0.346
C -0.728 4.292 -0.332  -0.639
C -0.319 3.017 0.037  -0.412
C -1.185 1.928 -0.053  1.322
C -2.487 2.157 -0.498  -0.175
C -2.907 3.428 -0.867  -0.843
H -0.039 5.124 -0.276  0.525
H 0.707 2.896 0.361  0.402
H -3.198 1.345 -0.593  0.316
H -3.914 3.587 -1.229  0.526

Calculated values
maximum force: 0.5 eV Å⁻¹
gap between HOMO and LUMO: 0.222 Eh
HOMO energy: -12.66 eV
total charge: +2
calculated total energy: -171273.222 eV